[1]
ORCA calculation (ωB97M-V/def2-TZVPD) on C4H6N2 in the gas phase.

Structure (XYZ):
```
12
Properties=species:S:1:pos:R:3:forces:R:3
C -1.24816 -0.20080 -0.14537 -2.415 1.459 -1.996
C -0.49586 -1.07182 0.47367 -0.298 -2.820 1.260
N 0.81180 -0.81848 0.78232 2.923 -0.526 0.607
C 1.42008 0.26133 0.19915 1.677 0.540 0.336
N 0.84370 1.08713 -0.53908 0.539 0.887 -0.231
C -0.57215 0.99704 -0.78998 -0.598 2.160 2.089
H -2.39692 -0.15583 -0.28000 2.146 -0.988 0.325
H -0.70489 -2.10107 0.83150 -0.931 0.993 -0.145
H 1.47688 -1.52473 1.15971 -1.434 0.682 -0.535
H 2.51929 0.44316 0.42697 -1.355 -0.592 -0.200
H -1.03624 1.95305 -0.24686 0.731 -1.534 -1.552
H -0.61754 1.13103 -1.87201 -0.984 -0.261 0.043
```
Forces are in eV/Å.

Calculated values
- net charge = 0
- lowest unoccupied orbital energy (eV) = 0.79
- energy relative to the best compared isomer or geometry (same formula, charge and spin) (kJ/mol) = 168.9
- E_HOMO (eV) = -7.90
- calculated total energy (eV) = -7223.8409
- SMILES string = C1=CNC=NC1
- HOMO-LUMO gap (eV) = 8.69

These are the Löwdin partial charges, in e, on atoms 1 to 2:
1. C -0.10
2. C -0.18



[2]
ORCA calculation (ωB97M-V/def2-TZVPD) on a 11-piece molecular cluster, C54H67F7O4 overall.

Structure (XYZ):
```
132
Properties=species:S:1:pos:R:3:forces:R:3
F -1.95883 -3.15309 -4.48215 0.147 -0.699 -0.146
C -2.62727 -2.11083 -4.97981 -1.047 -0.096 -1.365
C -3.35541 -2.19717 -6.18887 0.383 0.410 0.173
C -4.02588 -1.07023 -6.67035 0.866 0.300 0.933
C -4.01069 0.10898 -5.90796 0.112 -0.475 0.400
C -3.31809 0.14899 -4.68733 -0.821 -0.196 -1.195
C -2.61657 -0.96717 -4.24595 -0.239 1.299 0.759
H -3.39882 -3.06732 -6.82712 0.326 -0.353 0.365
H -4.45555 -1.11617 -7.66013 -0.335 0.046 0.103
H -4.59023 0.97292 -6.19800 0.063 0.068 -0.223
H -3.41848 1.05406 -4.10667 0.323 -0.051 0.256
H -2.14215 -0.92026 -3.27686 0.245 -0.235 0.010
F 3.34309 3.33763 -5.04265 -0.229 0.075 0.216
C 1.99627 3.45991 -4.95721 -0.451 -0.979 -0.926
C 1.42820 4.34301 -4.07638 0.009 -0.334 0.122
C 0.04080 4.42243 -4.04854 -0.070 0.250 0.830
C -0.77923 3.59529 -4.80312 0.183 0.709 0.221
C -0.18355 2.74039 -5.68810 0.993 -0.937 -0.688
C 1.21193 2.63734 -5.77433 0.084 0.547 0.532
H 2.06550 4.80920 -3.33956 -0.126 0.548 -0.159
H -0.37171 5.12928 -3.34385 -0.271 -0.028 0.084
H -1.85557 3.59853 -4.71426 -0.028 0.268 0.046
H -0.79463 2.11681 -6.32381 -0.017 -0.185 -0.003
H 1.72011 1.91307 -6.39369 -0.139 0.024 -0.232
F 4.55282 2.52049 0.49915 0.089 -0.276 1.071
C 4.04097 2.16104 1.70872 -0.381 0.753 1.783
C 3.99992 3.06458 2.83039 -0.441 -0.451 -2.050
C 3.20365 2.75244 3.92602 1.148 0.110 -0.165
C 2.65072 1.51126 4.04249 -1.224 -1.389 -0.922
C 2.72145 0.59265 2.96112 0.648 0.556 2.013
C 3.45987 0.90001 1.85042 0.051 0.593 -1.120
H 4.40132 4.06718 2.82008 0.329 -0.051 -0.497
H 3.11428 3.49961 4.70072 -0.007 -0.095 0.141
H 2.03067 1.26860 4.89283 0.038 -0.113 0.164
H 2.30539 -0.39839 3.06663 -0.255 -0.002 -0.073
H 3.45379 0.20225 1.02610 0.222 0.020 -0.202
F -6.51152 -3.64935 -3.43768 0.070 -0.101 0.574
C -5.79103 -3.12694 -2.41596 1.074 0.365 0.241
C -6.36895 -2.16251 -1.59716 -0.537 0.079 -0.653
C -5.63006 -1.46167 -0.65440 0.853 -0.754 -0.591
C -4.26175 -1.75240 -0.56360 -0.351 0.208 0.315
C -3.67247 -2.72721 -1.35485 -0.891 -0.833 -0.192
C -4.44900 -3.48044 -2.26078 -0.174 0.647 0.479
H -7.40362 -1.93371 -1.80572 -0.170 0.090 0.180
H -6.06891 -0.69366 -0.03476 -0.118 -0.051 -0.004
H -3.68613 -1.23789 0.19162 0.253 0.103 -0.080
H -2.63331 -2.99478 -1.23260 0.107 0.134 0.027
H -4.00819 -4.31560 -2.78479 -0.036 0.129 -0.322
F -0.43372 -1.62070 -0.95496 -0.307 0.243 -0.140
C -0.12657 -0.33182 -0.63139 -0.227 -0.381 0.331
C -0.32738 0.04645 0.68224 -0.207 -1.281 -0.037
C 0.17065 1.24471 1.10726 0.143 0.795 -0.237
C 0.79501 2.03358 0.17174 0.882 1.239 -1.677
C 0.95295 1.68156 -1.18672 -0.827 -0.226 0.986
C 0.41878 0.47423 -1.59979 0.486 -0.534 -0.067
H -0.78799 -0.67329 1.34270 -0.036 -0.035 0.237
H 0.13312 1.60342 2.12527 -0.224 -0.216 0.107
H 1.19338 3.00682 0.41772 0.066 0.079 0.464
H 1.43849 2.31670 -1.91283 0.021 0.193 0.126
H 0.52181 0.06113 -2.59233 0.055 0.184 -0.197
F 2.87894 -4.16156 4.54120 0.752 -0.211 0.462
C 2.78339 -4.01977 3.21741 -1.305 0.225 -1.157
C 3.73054 -4.52479 2.31661 -0.024 0.338 1.451
C 3.52646 -4.35305 0.97306 -0.772 0.789 -0.612
C 2.39236 -3.68904 0.48786 0.028 -1.115 0.870
C 1.40079 -3.28519 1.41201 0.497 0.513 -0.617
C 1.59450 -3.39443 2.77952 1.616 -0.641 -0.315
H 4.65906 -4.97661 2.63303 -0.115 -0.136 0.405
H 4.26693 -4.70782 0.27145 0.072 -0.054 -0.035
H 2.34433 -3.70962 -0.59087 -0.703 0.618 -0.067
H 0.48908 -2.77793 1.13297 -0.018 -0.072 -0.507
H 0.89596 -2.95268 3.47471 -0.093 -0.163 0.122
F 3.92795 7.41976 1.56176 -0.063 -0.249 0.590
C 4.07802 6.67551 0.46787 0.048 -0.342 -2.567
C 3.40422 5.47162 0.25224 -0.101 -0.508 0.216
C 3.51154 4.75357 -0.95757 1.251 1.410 -0.131
C 4.32119 5.28601 -1.97376 -0.753 -0.070 0.350
C 4.89282 6.54390 -1.81679 -0.122 -0.476 0.370
C 4.80549 7.21477 -0.60608 -0.159 0.107 0.062
H 2.81791 5.02383 1.04100 -0.141 0.174 0.215
H 3.03381 3.80189 -1.13774 -0.112 0.005 0.395
H 4.44275 4.75307 -2.90522 -0.033 -0.052 -0.094
H 5.38583 7.01377 -2.65497 0.225 -0.006 0.049
H 5.27237 8.18813 -0.57445 -0.076 0.124 0.483
C -1.72406 4.00571 3.78238 0.636 -0.072 -0.344
C -0.38925 3.79906 4.54524 -0.620 0.927 -1.706
C 0.50214 5.04109 4.44829 -0.266 -0.582 0.302
O -0.78049 3.53039 5.82925 -0.472 -0.461 2.139
H -2.38189 3.13750 3.74263 0.264 -0.278 0.279
H -1.52649 4.27350 2.74442 0.000 0.167 -0.057
H -2.29764 4.79663 4.26564 0.154 0.134 -0.016
H 0.19190 2.96672 4.14825 -0.070 -0.309 -0.329
H 0.02865 5.88362 4.95230 -0.111 0.155 -0.285
H 0.72747 5.23952 3.40046 0.069 0.253 0.105
H 1.42709 4.83136 4.98548 0.174 0.104 -0.091
H -0.09986 3.74973 6.46974 0.173 -0.036 -0.032
C 4.01902 -3.24084 -3.36559 -0.629 0.393 0.684
C 2.68318 -3.97066 -3.66852 0.440 1.606 4.045
C 1.46066 -3.01451 -3.61674 0.406 -0.613 -0.900
O 2.85448 -4.66666 -4.79901 -0.285 -1.622 -3.197
H 4.79758 -3.93868 -3.05745 0.123 -0.227 -0.672
H 3.96902 -2.59070 -2.49212 -0.421 0.291 0.045
H 4.29220 -2.61893 -4.21804 0.247 -0.198 -0.052
H 2.58772 -4.71747 -2.88032 -0.400 0.128 0.645
H 1.71927 -2.20472 -4.29899 -0.352 0.379 0.109
H 1.16864 -2.64829 -2.63251 0.699 0.102 0.122
H 0.54213 -3.48192 -3.97160 0.176 -0.248 -0.333
H 3.02563 -5.57591 -4.54294 -0.010 0.026 -0.461
C -3.30939 -0.73798 3.53936 -0.027 0.958 0.279
C -1.84673 -0.31697 3.92758 -2.493 -1.623 0.566
C -1.77985 -0.04727 5.39963 0.453 1.342 0.883
O -1.09621 -1.48791 3.70449 1.412 0.288 -1.120
H -3.44895 -1.00126 2.49089 0.403 -0.117 -0.050
H -4.05279 0.03423 3.73722 0.093 0.290 0.116
H -3.60789 -1.58305 4.15971 0.103 -0.162 -0.061
H -1.56870 0.56636 3.35267 0.608 -0.329 -0.181
H -2.09625 -0.82639 6.09314 -0.724 -0.308 -0.548
H -2.30952 0.88481 5.59654 -0.084 0.012 0.420
H -0.75477 0.08553 5.74558 0.290 0.376 -0.398
H -1.67800 -2.19442 3.99427 -0.002 -0.723 0.038
C -3.09636 -6.07086 3.29406 0.397 -0.995 0.579
C -2.20956 -4.83598 3.17949 -0.970 -0.751 -0.870
C -2.52204 -4.13820 1.85368 -0.217 0.472 0.674
O -2.45610 -3.98369 4.29449 0.019 1.073 -0.414
H -2.71329 -6.62783 4.14914 -0.193 -0.228 0.240
H -3.01205 -6.77034 2.46234 0.259 0.225 -0.268
H -4.16680 -5.94169 3.45392 0.089 0.676 -0.009
H -1.18226 -5.19491 3.11686 0.285 0.229 0.398
H -3.57949 -3.87662 1.81532 -0.147 -0.123 -0.052
H -2.30136 -4.83792 1.04759 0.047 0.153 -0.035
H -1.98766 -3.19800 1.71746 0.309 -0.109 -0.017
H -2.17904 -4.31244 5.15284 0.187 -0.561 -0.233
```
Forces are in eV/Å.

Calculated values
- net charge = 0
- lowest unoccupied orbital energy (eV) = 0.52
- E_HOMO (eV) = -9.08
- calculated total energy (eV) = -84294.9946
- SMILES string = Fc1ccccc1.Fc1ccccc1.Fc1ccccc1.Fc1ccccc1.Fc1ccccc1.Fc1ccccc1.Fc1ccccc1.CC(C)O.CC(C)O.CC(C)O.CC(C)O
- HOMO-LUMO gap (eV) = 9.60

These are the Löwdin partial charges, in e, on atoms 1 to 2:
1. F 0.06
2. C -0.29



[3]
ORCA calculation (ωB97M-V/def2-TZVPD) on C4H6O3Ru as an isolated structure.

Structure (XYZ):
```
14
Properties=species:S:1:pos:R:3:forces:R:3
O -1.14673 -0.54218 -1.48658 -1.062 1.038 -5.622
O 0.40983 -0.94027 -0.00099 5.662 -0.298 0.174
O -1.23552 0.39634 0.46895 -0.133 0.916 -0.998
C 1.51210 0.08622 -0.16883 -2.006 -2.412 -0.317
C 2.80236 -0.63395 0.07573 0.530 0.885 0.359
C -0.80259 -0.64764 -0.30145 -1.317 -1.250 5.498
H 3.60256 0.12304 0.10620 -0.232 -0.291 -0.014
H 2.84612 -1.19058 1.03711 -0.484 0.318 -0.492
H 3.09460 -1.36427 -0.70966 -0.699 0.409 0.165
Ru 0.57411 1.69146 -0.75249 0.595 -0.001 0.306
C -2.63460 0.68263 0.42978 -1.518 0.828 0.618
H -3.04077 0.31693 1.37745 -0.003 0.563 -0.035
H -3.28056 0.25740 -0.34518 0.925 -0.464 -0.255
H -2.70093 1.76486 0.26996 -0.258 -0.242 0.612
```
Forces are in eV/Å.

Calculated values
- net charge = +1
- lowest unoccupied orbital energy (spin up / spin down) (eV) = -5.32 / -7.81
- energy relative to the best compared isomer or geometry (same formula, charge and spin) (kJ/mol) = 241.6
- E_HOMO (spin up / spin down) (eV) = -11.45 / -14.22
- 2S+1 = 6
- calculated total energy (eV) = -12952.7790
- HOMO-LUMO gap (spin up / spin down) (eV) = 6.13 / 6.40
- ⟨S²⟩ = 8.795

These are the Löwdin partial charges, in e, on atoms 1 to 2:
1. O 0.28
2. O 0.02



| no. | strongest force on any atom (eV/Å) |
| --- | --- |
| 1 | 3.457 |
| 2 | 4.375 |
| 3 | 5.815 |